Record 1
C10H22F3MnN4O3P2S2 | the ωB97M-V functional and the def2-TZVPD basis

Calculated total energy: -3768.18633 Eh
E_HOMO (spin up / spin down): -14.99 / -15.14 eV
Gap between HOMO and LUMO (spin up / spin down): 0.2207 / 0.3010 Ha
Total charge: +2
ΔE to the lowest compared entry with this formula, charge and spin: 0.00 kJ/mol
Expectation value of S²: 6.335
2S+1: 5

XYZ file:
```
47
Properties=species:S:1:pos:R:3:mulliken_charge:R:1
Mn 0.02 0.27 0.08 0.644
C 3.49 -0.42 -0.01 -1.226
P 2.28 0.71 -0.73 0.810
C 2.43 0.64 -2.53 -1.231
C 2.68 2.40 -0.19 -0.776
C 1.60 3.37 -0.66 -1.063
P -0.08 2.69 -0.38 1.018
C -0.76 3.42 1.13 -1.333
C -1.11 3.20 -1.76 -1.377
H 4.49 0.00 -0.14 0.468
H 3.45 -1.38 -0.52 0.397
H 3.29 -0.56 1.05 0.371
H 3.45 0.90 -2.81 0.420
H 1.73 1.32 -3.01 0.374
H 2.21 -0.37 -2.88 0.402
H 3.67 2.69 -0.55 0.501
H 2.74 2.38 0.91 0.444
H 1.69 3.57 -1.73 0.404
H 1.68 4.33 -0.16 0.508
H -0.85 4.50 0.99 0.471
H -0.11 3.21 1.98 0.389
H -1.74 2.99 1.33 0.360
H -1.02 4.28 -1.86 0.471
H -2.16 2.95 -1.56 0.461
H -0.80 2.72 -2.69 0.400
C -2.02 -5.00 -0.01 -1.256
C -2.43 -3.69 -0.57 0.976
N -3.62 -3.33 -0.91 -0.741
N -3.51 -2.04 -1.32 0.276
C -2.27 -1.58 -1.24 0.292
S -1.69 -0.02 -1.63 -0.450
N -1.56 -2.63 -0.79 0.485
N -0.19 -2.54 -0.52 -0.879
H -2.89 -5.66 -0.01 0.362
H -1.68 -4.88 1.02 0.304
H -1.23 -5.46 -0.60 0.349
H -4.32 -1.54 -1.64 0.185
H 0.31 -3.12 -1.18 0.301
H -0.02 -2.88 0.43 0.261
F 0.03 -1.52 4.71 -0.169
C -0.56 -0.50 4.12 0.462
F -1.75 -0.29 4.63 -0.168
F 0.19 0.59 4.22 -0.188
S -0.77 -0.91 2.33 1.272
O 0.59 -0.96 1.74 -0.717
O -1.52 -2.12 2.23 -0.560
O -1.36 0.29 1.69 -0.704
```



Record 2
C3H7ClN4 | the ωB97M-V functional and the def2-TZVPD basis

Calculated total energy: -797.59367 Eh
E_HOMO: -9.16 eV
Gap between HOMO and LUMO: 0.3638 Ha
SMILES string: [H]/N=C(\N)N(N)/C=C/Cl
Total charge: 0
ΔE to the lowest compared entry with this formula, charge and spin: 385.96 kJ/mol
2S+1: 1

XYZ file:
```
15
Properties=species:S:1:pos:R:3:mulliken_charge:R:1
C -1.18 0.40 -0.28 -0.440
C -1.89 -0.50 0.37 0.078
C 1.05 -0.37 0.06 0.459
H 0.89 1.87 1.00 0.277
H 1.13 2.67 -0.56 0.260
H -1.57 1.14 -0.92 0.300
H -1.96 -1.48 1.11 0.319
H -0.06 -1.48 -1.22 0.246
H 1.20 -2.36 -0.58 0.276
H 2.69 -0.95 1.09 0.226
N 0.44 2.04 0.05 -0.581
N 0.20 0.61 -0.56 -0.064
N 0.55 -1.51 -0.42 -0.444
N 2.14 -0.14 0.71 -0.678
Cl -3.63 0.05 0.16 -0.234
```



Record 3
C8H8AsN6PtS4 | the ωB97M-V functional and the def2-TZVPD basis

Calculated total energy: -4585.82033 Eh
E_HOMO (spin up / spin down): -11.31 / -12.17 eV
Gap between HOMO and LUMO (spin up / spin down): 0.2758 / 0.2174 Ha
Total charge: +1
ΔE to the lowest compared entry with this formula, charge and spin: 0.00 kJ/mol
Expectation value of S²: 6.021
2S+1: 5

XYZ file:
```
28
Properties=species:S:1:pos:R:3:mulliken_charge:R:1
Pt -5.87 -11.73 -5.92 0.909
N -2.85 -12.54 -4.85 -0.177
C -3.22 -13.46 -5.72 0.533
N -2.35 -14.30 -6.26 -0.583
C -2.87 -15.34 -6.85 0.406
N -2.12 -16.39 -7.17 -0.318
N -4.20 -15.41 -7.28 -0.602
C -4.96 -14.43 -6.94 0.136
N -4.55 -13.40 -6.11 -0.451
C -6.36 -14.31 -7.48 0.807
C -6.95 -15.17 -8.39 -0.454
C -8.23 -14.87 -8.84 -0.256
C -8.92 -13.69 -8.37 -0.693
C -8.25 -12.95 -7.40 -0.061
N -7.00 -13.23 -6.97 -0.292
H -1.88 -12.41 -4.78 0.266
H -3.50 -11.81 -4.72 0.068
H -1.19 -16.31 -6.82 0.254
H -2.31 -17.23 -7.69 0.228
H -6.48 -16.18 -8.65 0.363
H -8.79 -15.57 -9.47 0.407
H -9.88 -13.32 -8.76 0.385
H -8.73 -12.05 -7.05 0.396
S -4.15 -10.66 -2.36 -0.137
As -6.04 -10.23 -3.35 0.620
S -6.59 -12.26 -3.70 -0.357
S -5.73 -9.37 -5.30 -0.319
S -7.16 -9.21 -1.88 -0.078
```



Record 4
C4H12NO | the ωB97M-V functional and the def2-TZVPD basis

Calculated total energy: -289.03118 Eh
E_HOMO (spin up / spin down): -8.49 / -16.93 eV
Gap between HOMO and LUMO (spin up / spin down): 0.1772 / 0.2726 Ha
Total charge: +1
ΔE to the lowest compared entry with this formula, charge and spin: 328.97 kJ/mol
Expectation value of S²: 2.004
2S+1: 3

XYZ file:
```
18
Properties=species:S:1:pos:R:3:mulliken_charge:R:1
C -0.58 0.74 1.84 -1.405
C 0.83 1.39 -0.20 -1.297
C 0.05 -1.32 -1.45 -1.192
C 0.15 0.19 0.57 0.328
N -0.69 -0.54 -0.40 -0.280
O -0.73 -2.42 -1.70 0.366
H -0.24 1.69 2.08 0.436
H -1.65 0.85 1.64 0.400
H -0.31 0.05 2.58 0.379
H 1.85 1.47 -0.07 0.393
H 0.49 2.34 0.19 0.381
H 0.71 1.41 -1.31 0.319
H 0.10 -0.74 -2.40 0.348
H 0.98 -1.63 -1.07 0.174
H 0.97 -0.57 0.75 0.371
H -1.28 0.23 -0.80 0.408
H -1.21 -1.38 0.15 0.435
H -0.29 -2.84 -2.52 0.437
```



Record 5
C6H8Cl2N2O3S | the ωB97M-V functional and the def2-TZVPD basis

Calculated total energy: -1887.10195 Eh
E_HOMO: -9.80 eV
Gap between HOMO and LUMO: 0.3024 Ha
SMILES string: CCOC(=O)O[S@]1(Cl)=NN=C(C)C=1Cl
Total charge: 0
ΔE to the lowest compared entry with this formula, charge and spin: 0.00 kJ/mol
2S+1: 1

XYZ file:
```
22
Properties=species:S:1:pos:R:3:mulliken_charge:R:1
C -2.34 1.80 0.22 0.624
C 0.63 -1.15 0.00 0.836
C -1.83 0.75 -0.52 0.424
C -2.66 3.20 -0.14 -1.107
C 4.08 -1.71 0.36 -1.062
C 2.82 -1.89 -0.40 -0.294
N -2.72 1.42 1.48 -0.109
N -2.52 0.23 1.76 -0.324
O 0.15 -1.89 -0.86 -0.643
O -0.13 -0.44 0.82 -0.430
O 1.87 -1.04 0.27 -0.279
S -1.88 -0.74 0.46 0.389
Cl -4.04 -1.01 -0.02 -0.332
Cl -1.36 0.93 -2.08 -0.141
H -3.71 3.39 -0.58 0.250
H -1.97 3.50 -0.99 0.291
H -2.71 3.93 0.68 0.348
H 4.23 -2.28 1.26 0.303
H 4.87 -1.93 -0.30 0.344
H 4.07 -0.64 0.69 0.272
H 2.26 -2.81 -0.58 0.387
H 2.88 -1.64 -1.52 0.253
```



Record 6
C21H20FN3O3S | the ωB97M-V functional and the def2-TZVPD basis

Calculated total energy: -1700.28852 Eh
E_HOMO: -9.21 eV
Gap between HOMO and LUMO: 0.3582 Ha
SMILES string: O=C(CN(Cc1ccccc1)S(=O)(=O)c1ccc(F)cc1)NCc1cccnc1
Total charge: 0
ΔE to the lowest compared entry with this formula, charge and spin: 38.05 kJ/mol
2S+1: 1

XYZ file:
```
49
Properties=species:S:1:pos:R:3:mulliken_charge:R:1
O 0.12 -0.77 2.80 -0.702
C 0.78 -0.40 1.85 0.399
N 1.70 -1.14 1.21 -0.004
H 2.05 -0.77 0.34 0.136
C 1.74 -2.59 1.34 -1.392
C 0.95 -3.24 0.24 0.623
C -0.25 -3.89 0.49 -0.223
N -1.00 -4.42 -0.46 -0.666
C -0.60 -4.31 -1.71 -0.309
C 0.58 -3.68 -2.08 -0.610
C 1.37 -3.14 -1.08 -0.135
H 2.30 -2.64 -1.32 0.578
H 0.87 -3.61 -3.12 0.389
H -1.26 -4.74 -2.46 0.370
H -0.63 -3.99 1.50 0.401
H 1.31 -2.83 2.32 0.537
H 2.79 -2.90 1.31 0.334
C 0.73 1.04 1.33 -0.684
N 0.47 1.05 -0.09 0.486
S -0.92 0.29 -0.59 1.318
O -1.02 0.52 -2.01 -0.773
O -0.87 -1.05 -0.12 -0.467
C -2.24 1.16 0.25 -0.199
C -2.83 2.25 -0.36 -0.221
C -3.81 2.96 0.31 -0.740
C -4.17 2.54 1.58 0.391
C -3.59 1.45 2.20 -0.712
C -2.60 0.75 1.52 -0.231
H -2.12 -0.11 1.96 0.345
H -3.90 1.16 3.19 0.470
F -5.12 3.23 2.23 -0.320
H -4.30 3.81 -0.14 0.455
H -2.51 2.52 -1.36 0.498
C 1.06 2.10 -0.89 -1.218
C 2.50 1.75 -1.16 0.499
C 2.77 0.55 -1.82 -0.252
C 4.07 0.15 -2.04 -0.605
C 5.12 0.94 -1.60 -0.514
C 4.86 2.13 -0.95 -0.579
C 3.55 2.53 -0.72 -0.460
H 3.35 3.46 -0.21 0.370
H 5.68 2.75 -0.61 0.384
H 6.14 0.63 -1.77 0.393
H 4.27 -0.78 -2.56 0.430
H 1.93 -0.05 -2.16 0.569
H 0.49 2.12 -1.82 0.495
H 0.98 3.08 -0.39 0.367
H 1.70 1.51 1.52 0.458
H -0.04 1.60 1.89 0.320
```



Record 7
C9H11O2 | the ωB97M-V functional and the def2-TZVPD basis

Calculated total energy: -500.07161 Eh
E_HOMO: -3.79 eV
Gap between HOMO and LUMO: 0.2495 Ha
Total charge: -1
ΔE to the lowest compared entry with this formula, charge and spin: 55.00 kJ/mol
2S+1: 1

XYZ file:
```
22
Properties=species:S:1:pos:R:3:mulliken_charge:R:1
C 0.02 0.14 3.62 -1.406
C 1.12 -0.32 -0.52 -0.576
C 1.23 -1.42 0.33 -0.386
C 0.63 0.88 -0.05 -0.376
C 0.92 -1.25 1.68 -0.418
C 0.38 1.03 1.34 -0.458
C 0.46 -0.05 2.19 0.894
H 1.44 -0.29 -1.55 0.426
H 1.59 -2.36 -0.06 0.381
H 0.48 1.76 -0.66 0.404
H 0.81 -2.21 2.18 0.254
H 0.01 2.02 1.59 0.282
H 0.88 0.37 4.27 0.275
H -0.40 -0.73 4.13 0.337
H -0.68 0.97 3.69 0.335
C -1.62 -0.21 -2.79 -0.809
C -0.81 0.77 -3.67 0.609
O 0.07 0.24 -4.38 -0.745
O -1.07 2.00 -3.58 -0.750
H -2.29 -0.76 -3.46 0.319
H -2.15 0.38 -2.04 0.224
H -1.04 -0.97 -2.28 0.183
```



Record 8
C14H47BF4O12 | the ωB97M-V functional and the def2-TZVPD basis

Calculated total energy: -1888.93125 Eh
E_HOMO: -1.29 eV
Gap between HOMO and LUMO: 0.2040 Ha
Total charge: -2
2S+1: 1

XYZ file:
```
78
Properties=species:S:1:pos:R:3:mulliken_charge:R:1
C 2.57 -0.14 3.79 -0.279
C 3.37 1.14 3.60 0.474
O 3.85 1.43 2.50 -0.613
O 3.51 1.79 4.64 -0.813
H 3.25 -0.92 4.14 0.320
H 2.05 -0.47 2.89 -0.313
H 1.74 0.01 4.48 0.180
B -0.10 -0.11 -0.46 1.544
F -0.23 -1.35 -1.02 -0.685
F 0.56 -0.15 0.70 0.052
F 0.58 0.68 -1.28 0.566
F -1.34 0.43 -0.37 -0.833
C 4.10 -1.25 0.64 -0.398
O 5.13 -0.45 0.15 -0.506
H 3.20 -0.64 0.75 -0.169
H 3.78 -2.06 -0.02 0.291
H 4.33 -1.69 1.62 0.415
H 5.94 -0.75 0.55 0.271
C -1.68 -3.16 -3.10 -0.151
O -2.46 -3.60 -4.22 -0.576
H -2.30 -2.73 -2.31 0.166
H -1.19 -4.03 -2.68 0.235
H -0.87 -2.45 -3.28 0.046
H -3.11 -4.23 -3.88 0.303
C 2.75 -1.44 -2.92 -0.603
O 2.27 -2.34 -1.99 -0.610
H 2.00 -1.29 -3.69 0.235
H 2.97 -0.46 -2.49 0.138
H 3.69 -1.62 -3.44 0.410
H 1.42 -2.03 -1.65 0.148
C 0.09 1.20 -4.25 -0.860
O -0.66 0.22 -3.50 -0.534
H -0.14 2.22 -3.96 0.236
H 1.16 1.04 -4.18 0.252
H -0.12 1.09 -5.32 0.339
H -0.40 0.27 -2.58 0.268
C -3.44 -2.21 0.65 -0.406
O -3.44 -1.15 -0.27 -0.619
H -4.37 -2.78 0.65 0.366
H -2.64 -2.92 0.45 0.108
H -3.25 -1.85 1.66 0.126
H -2.53 -0.85 -0.36 0.245
C 2.58 3.44 -1.40 -0.657
O 2.75 2.32 -0.59 -0.422
H 2.60 3.19 -2.46 0.224
H 1.69 3.95 -1.04 0.213
H 3.36 4.20 -1.26 0.262
H 2.12 1.61 -0.76 0.166
C 0.61 -3.75 1.09 -0.862
O -0.21 -2.70 1.57 -0.218
H 1.52 -3.66 1.69 0.266
H 0.13 -4.70 1.33 0.268
H 0.77 -3.75 0.01 0.198
H -0.15 -1.95 0.97 0.015
C -0.68 3.26 1.18 -0.100
O 0.30 2.40 1.79 -0.517
H -1.66 2.89 1.51 0.122
H -0.45 4.28 1.48 0.410
H -0.71 3.17 0.10 -0.308
H 0.18 1.51 1.48 0.095
C -2.54 3.20 -2.42 -0.609
C -3.60 2.96 -1.35 -0.170
O -3.51 3.98 -0.42 -0.578
H -1.58 3.15 -1.91 -0.171
H -2.72 4.18 -2.88 0.445
H -2.55 2.46 -3.22 0.289
H -3.49 1.99 -0.86 0.082
H -4.59 2.96 -1.81 0.450
H -4.16 3.85 0.28 0.311
C -2.35 0.12 4.75 -1.414
C -1.36 -0.61 3.84 1.132
O -1.76 -1.99 3.72 -0.649
H -2.19 -0.20 5.77 0.343
H -3.37 -0.13 4.44 0.337
H -2.23 1.20 4.63 0.348
H -0.31 -0.63 4.14 -0.092
H -1.36 -0.17 2.85 -0.380
H -1.14 -2.42 3.13 0.404
```



Record 9
C4H5NO | the ωB97M-V functional and the def2-TZVPD basis

Calculated total energy: -285.34229 Eh
E_HOMO: -11.10 eV
Gap between HOMO and LUMO: 0.4007 Ha
SMILES string: CCC(=O)C#N
Total charge: 0
ΔE to the lowest compared entry with this formula, charge and spin: 189.80 kJ/mol
2S+1: 1

XYZ file:
```
11
Properties=species:S:1:pos:R:3:mulliken_charge:R:1
C -1.48 0.20 -0.09 -1.129
C -0.05 -0.09 -0.50 -0.316
C 0.93 0.21 0.60 0.612
O 0.73 0.52 1.72 -0.452
C 2.43 0.04 0.08 -0.079
N 2.60 -1.10 0.31 -0.271
H -1.80 -0.46 0.72 0.303
H -2.15 0.05 -0.94 0.358
H -1.59 1.23 0.26 0.305
H 0.28 0.53 -1.35 0.328
H 0.09 -1.13 -0.82 0.342
```



Record 10
CuH8O4 | the ωB97M-V functional and the def2-TZVPD basis

Calculated total energy: -1945.96339 Eh
E_HOMO: -12.02 eV
Gap between HOMO and LUMO: 0.3080 Ha
Total charge: +1
ΔE to the lowest compared entry with this formula, charge and spin: 79.65 kJ/mol
2S+1: 1

XYZ file:
```
13
Properties=species:S:1:pos:R:3:mulliken_charge:R:1
Cu 0.13 -0.22 0.03 0.208
O 0.31 -1.80 -0.90 -0.592
H -0.05 -1.61 -1.79 0.383
H -0.36 -2.35 -0.48 0.384
O 1.56 1.02 -0.14 -0.398
H 1.70 1.19 -1.08 0.344
H 1.99 1.66 0.38 0.281
O -0.39 -0.26 1.84 -0.384
H -0.55 0.38 2.50 0.295
H -0.14 -1.03 2.30 0.296
O -1.17 0.69 -0.89 -0.447
H -2.10 0.71 -0.75 0.295
H -0.91 1.63 -1.02 0.335
```



Record 11
C4H8N2O2 | the ωB97M-V functional and the def2-TZVPD basis

Calculated total energy: -416.97928 Eh
E_HOMO: -8.25 eV
Gap between HOMO and LUMO: 0.3338 Ha
SMILES string: CO/C=C\N=C/NO
Total charge: 0
ΔE to the lowest compared entry with this formula, charge and spin: 726.40 kJ/mol
2S+1: 1

XYZ file:
```
16
Properties=species:S:1:pos:R:3:mulliken_charge:R:1
C -2.32 -0.76 0.44 -0.638
C -0.94 0.82 -0.59 -0.099
C 0.12 1.59 -0.34 -0.146
C 1.95 0.45 0.66 0.108
H -2.90 -1.30 -0.60 0.243
H -2.86 0.23 0.88 0.297
H -2.28 -1.61 1.26 0.251
H -1.57 0.99 -1.57 0.221
H 0.22 2.68 -0.71 0.298
H 2.64 0.17 1.59 0.262
H 3.32 -0.82 -0.54 0.289
H 0.54 -1.16 -0.31 0.576
N 1.09 1.28 0.63 -0.349
N 2.34 -0.46 -0.56 -0.457
O -0.90 -0.44 -0.08 -0.397
O 1.54 -1.66 -0.16 -0.460
```



Record 12
C6H33NO10 | the ωB97M-V functional and the def2-TZVPD basis

Calculated total energy: -1055.44016 Eh
E_HOMO: -9.20 eV
Gap between HOMO and LUMO: 0.3415 Ha
SMILES string: CC(C)NCCCO.O.O.O.O.O.O.O.O.O
Total charge: 0
ΔE to the lowest compared entry with this formula, charge and spin: 446.24 kJ/mol
2S+1: 1

XYZ file:
```
50
Properties=species:S:1:pos:R:3:mulliken_charge:R:1
C 0.55 -1.08 1.14 -0.513
C 1.10 -2.54 1.24 -0.586
O 0.20 -3.10 2.20 -0.548
C 0.58 -0.41 -0.20 0.179
N 1.85 -0.49 -1.03 -0.490
C 3.70 0.95 -1.90 -1.531
C 2.15 0.87 -1.59 1.206
C 1.39 0.87 -2.93 -1.372
H 0.74 -0.45 2.02 0.248
H -0.51 -1.34 1.35 0.385
H 2.18 -2.78 1.48 0.307
H 0.90 -2.85 0.25 0.342
H 0.08 -4.04 2.41 0.286
H -0.06 -0.98 -0.89 -0.486
H 0.23 0.61 -0.17 0.315
H 2.48 -0.72 -0.23 0.242
H 4.07 1.64 -1.11 0.323
H 4.27 0.13 -1.83 0.470
H 3.77 0.98 -2.94 0.432
H 1.83 1.63 -0.84 0.109
H 0.38 1.20 -2.81 0.191
H 1.40 -0.20 -3.31 0.298
H 1.75 1.60 -3.73 0.391
H 0.42 -1.38 3.88 0.285
H 1.26 -0.29 4.44 0.290
O 0.39 -0.46 4.04 -0.600
H -1.17 -3.33 -1.83 0.363
H -2.53 -2.94 -1.00 0.293
O -1.54 -2.98 -0.96 -0.612
H -0.26 -1.47 -3.21 0.375
H -1.62 -1.57 -2.58 0.203
O -1.18 -1.65 -3.49 -0.657
H -2.18 1.27 1.64 0.392
H -3.57 1.40 0.89 0.271
O -2.74 0.91 0.91 -0.597
H -2.74 0.46 -2.67 0.262
H -1.30 0.69 -1.98 0.299
O -2.16 1.07 -2.17 -0.606
H 1.67 3.79 1.87 0.345
H 1.55 2.45 2.01 0.299
O 1.19 3.24 2.46 -0.659
H -1.27 2.73 -0.43 0.330
H -0.48 3.00 0.86 0.277
O -0.42 3.12 -0.10 -0.659
H -1.12 1.23 3.64 0.281
H -0.71 2.34 2.73 0.328
O -1.48 1.90 3.07 -0.712
H -3.88 -0.81 1.06 0.369
H -4.65 -0.90 -0.24 0.283
O -4.51 -1.34 0.60 -0.641
```



Record 13
C6H18N3 | the ωB97M-V functional and the def2-TZVPD basis

Calculated total energy: -403.29120 Eh
E_HOMO (spin up / spin down): -10.15 / -10.15 eV
Gap between HOMO and LUMO (spin up / spin down): 0.2375 / 0.2374 Ha
Total charge: +1
ΔE to the lowest compared entry with this formula, charge and spin: 497.27 kJ/mol
2S+1: 1

XYZ file:
```
27
Properties=species:S:1:pos:R:3:mulliken_charge:R:1
C -0.30 2.58 -0.14 -1.279
C 0.92 1.23 -2.02 -1.378
C 1.17 -0.18 1.46 -1.844
C 0.25 -1.88 -0.08 -1.162
C -0.28 1.63 -1.30 1.168
C -0.06 -0.60 0.69 0.421
N 0.11 -3.04 0.80 -0.592
N -1.46 1.28 -1.85 -0.345
N -1.17 -0.86 1.69 -0.192
H 0.55 2.46 0.52 0.241
H -1.12 2.32 0.43 0.433
H -0.61 3.59 -0.49 0.393
H 1.44 2.10 -2.66 0.319
H 1.64 0.92 -1.33 0.266
H 0.72 0.60 -2.78 0.504
H 2.12 -0.55 1.17 0.378
H 1.19 0.89 1.74 0.248
H 1.20 -0.67 2.40 0.639
H -0.26 -2.16 -0.97 0.481
H 1.23 -1.97 -0.49 0.427
H -0.20 -3.74 0.19 0.230
H 0.95 -3.28 1.33 0.211
H -1.45 0.36 -2.32 0.234
H -2.35 1.66 -1.73 0.225
H -2.06 -1.05 1.24 0.301
H -1.38 -0.05 2.26 0.298
H -0.79 -1.60 2.23 0.377
```